94
Properties=species:S:1:pos:R:3:mulliken_charge:R:1 method="wB97M-V/def2-TZVPD" e_homo_ev=-8.665 gap_ev=8.9
C -1.690 2.614 0.602 -0.90
C -1.795 0.992 0.820 0.00
C -2.023 0.145 -0.602 -0.42
Si -1.607 -1.725 -0.179 0.30
O -1.598 -1.840 1.575 -0.03
Si -0.401 -2.983 2.166 0.48
P 1.664 -2.638 1.466 0.07
N 1.988 -1.106 1.055 -0.51
H -1.606 3.138 1.670 0.14
H -2.621 3.101 0.075 0.22
H -0.704 2.906 0.024 0.32
H -2.614 0.666 1.618 0.15
H -0.758 0.615 1.265 0.00
H -3.150 0.274 -0.973 0.16
H -1.306 0.525 -1.446 0.29
H -2.719 -2.532 -0.746 -0.24
H -0.389 -2.200 -0.822 -0.14
H -0.824 -4.327 1.796 -0.15
H -0.371 -2.836 3.642 -0.16
H 2.537 -3.061 2.553 0.10
H 1.982 -3.503 0.333 0.09
H 1.099 -0.563 1.177 0.07
C 5.810 0.459 1.363 0.63
O 6.418 -0.594 1.254 -0.68
N 6.405 1.606 1.737 -0.28
N 4.492 0.568 1.117 -0.31
H 5.922 2.484 1.832 0.17
H 7.397 1.569 1.931 0.19
H 4.006 -0.273 0.833 0.22
H 3.975 1.426 1.201 0.12
C -1.846 -1.500 5.857 0.68
O -0.752 -2.038 5.927 -0.65
N -2.307 -0.935 4.727 -0.23
N -2.687 -1.424 6.903 -0.39
H -3.204 -0.487 4.649 0.17
H -1.704 -0.970 3.915 0.00
H -2.379 -1.837 7.774 0.25
H -3.592 -0.985 6.865 0.18
C 7.210 5.392 0.859 0.71
O 6.663 4.628 1.639 -0.69
N 6.532 6.301 0.135 -0.41
N 8.539 5.393 0.653 -0.38
H 6.964 6.938 -0.513 0.16
H 5.528 6.333 0.259 0.22
H 9.087 4.725 1.179 0.21
H 9.007 6.015 0.016 0.16
C -4.595 4.393 2.630 0.72
O -4.755 3.251 3.031 -0.65
N -3.480 5.103 2.880 -0.39
N -5.520 5.044 1.902 -0.43
H -3.330 6.044 2.558 0.16
H -2.758 4.650 3.425 0.23
H -6.375 4.546 1.691 0.22
H -5.407 5.985 1.562 0.15
C -4.815 -5.021 4.793 0.62
O -5.420 -6.050 4.536 -0.66
N -4.814 -3.955 3.973 -0.31
N -4.095 -4.862 5.918 -0.33
H -4.322 -3.099 4.167 0.16
H -5.344 -4.033 3.115 0.17
H -4.069 -5.641 6.562 0.18
H -3.590 -4.023 6.146 0.19
C 8.139 0.428 -2.330 0.63
O 8.770 1.457 -2.144 -0.67
N 8.282 -0.322 -3.437 -0.40
N 7.245 -0.047 -1.444 -0.19
H 7.771 -1.172 -3.608 0.16
H 8.945 0.000 -4.129 0.23
H 7.108 0.488 -0.596 0.09
H 6.716 -0.892 -1.579 0.15
C -2.971 0.333 -4.554 0.66
O -2.435 -0.432 -3.767 -0.55
N -4.068 1.047 -4.242 -0.36
N -2.512 0.532 -5.803 -0.42
H -4.523 1.681 -4.876 0.16
H -4.446 0.927 -3.311 0.22
H -1.687 0.014 -6.078 0.21
H -2.939 1.157 -6.465 0.13
C -5.933 -2.929 -2.719 0.71
O -6.618 -2.043 -3.205 -0.68
N -4.635 -3.099 -3.031 -0.33
N -6.413 -3.814 -1.827 -0.39
H -4.055 -3.822 -2.641 0.17
H -4.234 -2.454 -3.699 0.12
H -7.386 -3.721 -1.564 0.22
H -5.864 -4.550 -1.415 0.17
C 1.055 -1.395 -7.239 0.66
O 0.047 -1.870 -6.738 -0.63
N 1.618 -1.895 -8.354 -0.41
N 1.693 -0.331 -6.720 -0.37
H 2.447 -1.519 -8.781 0.16
H 1.169 -2.697 -8.776 0.22
H 1.302 0.076 -5.880 0.23
H 2.524 0.074 -7.118 0.17